A molecular structure, C46H45MoN2O4P2S. Source: the Open Molecules 2025 dataset; level of theory: ωB97M-V/def2-TZVPD.

Each line ends with the Mulliken spin population.
Positions of all 101 atoms, in Å:
Mo1 0.516777 -0.585781 0.680738  2.111
C1 -1.005990 1.343889 3.219194  0.027
C2 -1.923036 0.126743 3.326168  0.010
P1 -1.446945 -1.125853 2.092155  -0.154
C3 -2.851806 -1.967825 1.396928  -0.007
C4 -3.091994 -3.319046 1.653596  -0.002
C5 -4.237768 -3.912732 1.151978  0.002
C6 -5.141096 -3.159195 0.413169  -0.002
C7 -4.900359 -1.812990 0.160726  0.000
C8 -3.753446 -1.208448 0.645067  -0.007
C9 -0.098221 -2.198471 2.534578  0.044
C10 0.596435 -2.157508 3.753906  -0.002
C11 1.685219 -2.982697 3.935419  0.013
C12 2.119277 -3.826806 2.907621  -0.012
C13 1.472425 -3.852606 1.684744  0.060
C14 0.358610 -3.040786 1.483395  -0.033
P2 -0.432286 1.576355 1.496076  -0.028
C15 0.849278 2.827217 1.466447  -0.041
C16 1.787784 2.807175 0.436019  0.031
C17 2.759784 3.789289 0.364857  0.019
C18 2.799629 4.793084 1.322992  0.001
C19 1.864963 4.819973 2.350939  0.000
C20 0.885487 3.842552 2.425818  -0.004
C21 -1.863050 2.052082 0.517131  -0.036
C22 -1.780326 1.980211 -0.874362  0.037
C23 -2.865572 2.349222 -1.651288  0.000
C24 -4.038025 2.789438 -1.049649  0.002
C25 -4.119189 2.878449 0.333888  0.000
C26 -3.033998 2.516960 1.117709  0.005
H1 -0.105120 1.224214 3.815829  -0.006
H2 -1.523608 2.240305 3.567311  0.000
H3 -2.959975 0.364862 3.077760  -0.001
H4 -1.936867 -0.292679 4.334601  -0.001
H5 -2.402238 -3.902380 2.251293  0.000
H6 -4.436564 -4.956134 1.353684  0.000
H7 -6.044316 -3.623033 0.039644  0.000
H8 -5.613109 -1.230368 -0.407711  0.000
H9 -3.568482 -0.158091 0.443694  -0.001
H10 0.271975 -1.504340 4.552356  0.003
H11 2.198201 -2.990426 4.888356  -0.001
H12 2.962816 -4.482895 3.080539  0.003
H13 1.796724 -4.530007 0.906194  -0.002
H14 -0.250978 -3.177752 0.589111  -0.005
H15 1.752421 2.033736 -0.329866  -0.039
H16 3.482924 3.777114 -0.439530  0.000
H17 3.558205 5.562036 1.265518  0.000
H18 1.896572 5.606711 3.092003  0.000
H19 0.163297 3.881886 3.230407  0.000
H20 -0.867451 1.650522 -1.357509  0.009
H21 -2.792681 2.307373 -2.729921  0.000
H22 -4.882958 3.081478 -1.658554  0.000
H23 -5.021331 3.245202 0.804433  0.000
H24 -3.115084 2.623228 2.192082  0.000
C27 6.396152 -2.513307 1.495036  0.001
C28 4.905005 -2.214771 1.436198  0.003
C29 4.562516 -0.736549 1.055342  0.013
C30 5.264856 -0.312802 -0.246148  0.008
C31 4.868919 1.075226 -0.729947  0.002
C32 5.010479 0.136757 2.225911  -0.001
O1 6.127771 0.536631 2.356604  0.001
N1 4.045548 0.368901 3.218061  0.003
C33 2.692881 0.227840 3.096522  0.012
O2 1.906123 0.483658 3.977502  -0.001
N2 2.249606 -0.224354 1.851409  0.022
C34 3.081253 -0.664040 0.910736  -0.066
O3 2.452568 -1.023371 -0.133208  0.008
H25 6.547357 -3.505961 1.917235  0.000
H26 6.928776 -1.798244 2.119572  0.000
H27 6.848349 -2.509551 0.505111  0.000
H28 4.439509 -2.429153 2.400853  0.001
H29 4.420890 -2.853787 0.691567  -0.001
H30 5.062742 -1.070781 -1.006066  -0.001
H31 6.334802 -0.338711 -0.046513  -0.001
H32 3.804727 1.134949 -0.973493  -0.010
H33 5.425924 1.331763 -1.630253  0.000
H34 5.101736 1.833078 0.019884  0.000
H35 4.380557 0.803884 4.071264  -0.001
O4 -0.141411 -0.722711 -1.169354  -0.024
S1 0.500119 -1.580541 -2.365337  0.022
C35 1.090028 -0.360810 -3.478237  0.005
C36 0.236899 0.449792 -4.225634  0.000
C37 0.792486 1.402079 -5.058285  0.001
C38 2.177710 1.529240 -5.145900  0.000
C39 3.017840 0.711234 -4.403834  0.000
C40 2.476123 -0.243147 -3.557824  -0.002
C41 -0.954479 -2.213878 -3.175161  0.000
C42 -2.211495 -2.135877 -2.604066  0.008
C43 -3.274191 -2.718043 -3.280996  0.000
C44 -3.073100 -3.365285 -4.491413  0.000
C45 -1.799633 -3.439475 -5.043888  0.000
C46 -0.728061 -2.864887 -4.383460  -0.001
H36 -0.835912 0.309937 -4.166783  -0.001
H37 0.156789 2.037737 -5.658850  0.000
H38 2.602438 2.267766 -5.812800  0.000
H39 4.090602 0.808292 -4.497222  0.000
H40 3.110695 -0.897442 -2.971968  -0.001
H41 -2.373684 -1.621069 -1.665481  0.005
H42 -4.266895 -2.658164 -2.856107  0.000
H43 -3.908975 -3.814433 -5.009894  0.000
H44 -1.641405 -3.941695 -5.987903  0.000
H45 0.265915 -2.916995 -4.813381  0.000

Force components x, y, z for each atom (eV/Å):
Mo 0.3080 -0.3021 0.5371
C -0.0070 0.1760 -0.0771
C 0.0420 -0.1005 -0.0215
P -0.0846 0.3250 -0.4853
C 0.0225 -0.1618 0.1061
C 0.0714 0.0042 0.0253
C -0.0471 0.0072 -0.0216
C 0.0053 -0.0125 -0.0014
C -0.0250 0.0232 -0.0230
C 0.0052 0.0008 -0.0235
C -0.0937 -0.0542 -0.0179
C -0.0032 -0.0344 0.0797
C 0.0183 -0.0393 0.0190
C 0.0205 0.0206 0.0442
C -0.0050 -0.0157 -0.0337
C -0.0332 -0.0273 0.0914
P 0.0111 -0.1303 0.1026
C -0.0867 0.1052 0.0839
C -0.0568 -0.0676 -0.0670
C 0.0507 0.0020 -0.0671
C -0.0338 0.0227 0.0459
C 0.0257 -0.0097 -0.0358
C 0.0255 -0.0802 -0.0041
C 0.0013 0.0590 -0.0512
C -0.0044 -0.0029 -0.0422
C 0.0271 0.0047 -0.0359
C 0.0002 0.0032 0.0400
C -0.0039 0.0161 -0.0407
C -0.0197 0.0044 0.0607
H 0.0699 -0.0364 0.0444
H 0.0683 0.0004 -0.0124
H 0.0207 0.0080 -0.0454
H 0.0325 -0.0520 -0.0286
H 0.0005 0.0010 0.0128
H 0.0018 -0.0078 0.0027
H -0.0054 0.0017 -0.0045
H -0.0092 -0.0031 -0.0025
H 0.0016 0.0098 0.0038
H 0.0001 -0.0054 -0.0113
H -0.0017 0.0094 0.0035
H -0.0005 -0.0016 -0.0042
H 0.0029 0.0178 -0.0155
H 0.0246 0.0362 0.0164
H 0.0029 0.0115 -0.0010
H -0.0046 0.0102 0.0031
H 0.0023 0.0009 0.0054
H -0.0062 0.0007 0.0062
H -0.0197 -0.0140 0.0135
H -0.0333 0.0054 0.0111
H -0.0179 0.0019 -0.0048
H -0.0030 -0.0007 -0.0062
H -0.0041 0.0011 -0.0025
H 0.0110 -0.0162 -0.0078
C 0.0384 -0.0169 0.0120
C -0.0643 -0.0630 -0.0685
C 0.0604 0.1612 -0.1342
C -0.0006 -0.0316 0.0767
C 0.0344 -0.0100 -0.0167
C -0.0921 -0.0668 -0.1210
O 0.0218 0.0354 0.0070
N 0.0688 0.0265 0.1161
C -0.1168 0.2233 0.1188
O 0.0537 0.0341 -0.0009
N -0.0766 -0.2539 -0.2591
C 0.2246 0.3379 0.4268
O -0.2693 -0.3226 -0.5436
H -0.0073 -0.0033 -0.0040
H 0.0189 -0.0197 0.0093
H -0.0037 0.0155 -0.0021
H -0.0020 -0.0222 0.0569
H 0.0015 -0.0065 0.0183
H -0.0253 -0.0018 0.0085
H -0.0120 0.0097 -0.0030
H 0.0088 0.0032 -0.0111
H 0.0047 0.0099 0.0017
H -0.0076 -0.0039 0.0060
H -0.0290 0.0044 -0.0045
O -0.1763 0.1354 0.2161
S -0.1490 0.1834 -0.2700
C 0.1829 -0.0048 0.0290
C -0.1444 -0.0788 0.0451
C 0.0037 -0.0098 0.0123
C 0.0005 0.0034 0.0046
C 0.0128 0.0278 -0.0206
C 0.0001 -0.0725 0.0848
C 0.1288 -0.0456 -0.0600
C -0.0142 0.1158 0.1557
C -0.0735 -0.0170 -0.0079
C 0.0127 0.0154 0.0230
C -0.0335 0.0247 0.0343
C 0.1554 -0.0140 -0.0363
H -0.0027 0.0383 -0.0304
H -0.0322 -0.0102 0.0092
H 0.0010 -0.0024 -0.0050
H 0.0069 -0.0108 0.0093
H 0.0187 0.0092 -0.0138
H 0.0323 -0.0230 -0.0285
H -0.0130 -0.0082 -0.0042
H -0.0111 0.0014 0.0045
H 0.0088 -0.0041 -0.0032
H -0.0085 -0.0070 0.0000

ΔE to the lowest compared entry with this formula, charge and spin   0.000 eV
Net charge   +3
Electronic energy   -90849.320 eV
2S+1   3
Lowest unoccupied orbital energy (alpha / beta)   -10.0 / -9.8 eV